ORCA calculation (the ωB97M-V functional and the def2-TZVPD basis) on 10 unconnected molecules or ions with the total composition H20O10.

Element x y z (Å)
O1 0.997 -3.094 0.980
H1 1.116 -3.860 0.419
H2 1.239 -2.351 0.427
O2 -1.784 2.934 -0.697
H3 -2.591 3.070 -1.193
H4 -1.813 3.595 -0.006
O3 0.740 -1.412 -1.515
H5 -0.128 -1.179 -1.843
H6 0.935 -2.253 -1.929
O4 -2.523 -0.905 2.968
H7 -2.547 -0.598 2.061
H8 -2.487 -1.859 2.897
O5 0.144 0.449 0.410
H9 0.562 -0.151 -0.207
H10 -0.787 0.409 0.191
O6 2.228 0.691 -2.398
H11 2.721 0.397 -3.164
H12 1.896 -0.115 -2.002
O7 1.346 -0.726 3.249
H13 0.531 -0.855 2.765
H14 1.977 -1.300 2.814
O8 0.515 2.903 -2.237
H15 0.883 2.101 -1.868
H16 -0.300 3.038 -1.754
O9 2.946 0.354 0.760
H17 3.186 1.019 0.116
H18 2.015 0.506 0.927
O10 -3.375 -0.179 0.179
H19 -3.760 -1.042 0.027
H20 -3.882 0.412 -0.377

Cartesian forces (eV/Å) of the 2 atoms listed first:
-0.14 -0.10 0.26
0.07 -0.27 -0.01

As for the energy above the lowest of the compared OMol25 structures with the same formula, charge and spin: 287.0 kJ/mol. The LUMO energy is -0.53 eV. The SMILES is O.O.O.O.O.O.O.O.O.O. The orbital gap comes out at 9.649 eV. The calculation puts the HOMO energy at -0.37398 Eh.

These are the Mulliken partial charges, in e, on atoms 1 to 4:
1 O -0.63
2 H 0.27
3 H 0.33
4 O -0.65

=====

ORCA calculation (the ωB97M-V functional and the def2-TZVPD basis) on C4H7NO3 in the gas phase in a non-equilibrium geometry.

Element x y z (Å)
O1 3.131 1.678 0.921
C1 2.166 1.098 0.477
N1 1.016 1.736 0.057
C2 -0.204 1.033 -0.131
O2 -1.057 1.723 -0.659
C3 -0.339 -0.412 0.255
C4 -1.384 -1.120 -0.687
O3 -1.917 -2.290 -0.095
H1 2.237 -0.019 0.364
H2 1.022 2.684 -0.179
H3 -0.758 -0.330 1.275
H4 0.644 -1.016 0.186
H5 -2.248 -0.518 -0.772
H6 -0.940 -1.450 -1.654
H7 -1.369 -2.798 0.641

Cartesian forces (eV/Å) of the 2 atoms listed first:
-0.37 0.04 -0.33
1.35 0.11 0.37

As for the energy above the lowest of the compared OMol25 structures with the same formula, charge and spin: 182.8 kJ/mol. The LUMO energy is 0.50 eV. The SMILES is O=CNC(=O)CCO. The orbital gap comes out at 10.857 eV. The calculation puts the HOMO energy at -0.38078 Eh.

These are the Mulliken partial charges, in e, on atoms 1 to 4:
1 O -0.51
2 C 0.12
3 N -0.06
4 C 0.44

=====

ORCA calculation (the ωB97M-V functional and the def2-TZVPD basis) on a molecular structure, C25H66N5O4PS in a non-equilibrium geometry.

Element x y z (Å)
N1 -1.308 3.463 -2.238
C1 -0.296 4.289 -2.873
O1 -0.811 5.293 -3.771
S1 -1.338 4.746 -5.252
O2 -2.712 4.220 -4.995
O3 -0.432 3.400 -5.648
P1 -1.260 1.935 -5.452
O4 -0.307 0.770 -5.301
H1 -1.198 2.487 -2.457
H2 -2.244 3.795 -2.407
H3 0.223 4.846 -2.079
H4 0.474 3.647 -3.330
H5 -2.066 1.934 -4.284
H6 -2.049 1.748 -6.624
C2 -5.564 -4.570 -5.877
C3 -4.345 -3.760 -6.297
N2 -4.426 -2.362 -5.914
C4 -3.421 -1.529 -6.559
C5 -1.951 -1.794 -6.231
C6 -4.646 -2.101 -4.501
C7 -3.634 -2.668 -3.500
H7 -6.484 -4.115 -6.247
H8 -5.497 -5.577 -6.290
H9 -5.636 -4.667 -4.792
H10 -4.277 -3.814 -7.387
H11 -3.441 -4.246 -5.902
H12 -3.649 -0.477 -6.348
H13 -3.552 -1.631 -7.642
H14 -1.687 -1.439 -5.239
H15 -1.314 -1.257 -6.937
H16 -1.694 -2.852 -6.305
H17 -5.635 -2.486 -4.235
H18 -4.728 -1.021 -4.349
H19 -3.383 -3.710 -3.707
H20 -4.057 -2.632 -2.493
H21 -2.713 -2.088 -3.478
C8 -3.590 0.918 0.027
C9 -3.289 0.902 1.520
N3 -1.908 1.226 1.827
C10 -1.535 0.928 3.203
C11 -2.226 1.705 4.326
C12 -1.421 2.492 1.300
C13 -2.166 3.769 1.699
H22 -2.903 0.267 -0.518
H23 -4.605 0.558 -0.148
H24 -3.524 1.924 -0.392
H25 -3.496 -0.108 1.885
H26 -3.996 1.571 2.033
H27 -0.453 1.046 3.306
H28 -1.718 -0.139 3.373
H29 -1.862 2.730 4.394
H30 -2.013 1.229 5.286
H31 -3.310 1.727 4.209
H32 -1.423 2.430 0.208
H33 -0.364 2.600 1.560
H34 -3.249 3.663 1.617
H35 -1.871 4.585 1.034
H36 -1.924 4.084 2.713
C14 2.089 -0.218 2.032
C15 1.685 -0.486 0.591
N4 1.975 0.624 -0.298
C16 1.320 0.506 -1.591
C17 1.720 -0.648 -2.511
C18 3.355 1.078 -0.323
C19 4.439 0.060 -0.690
H37 1.640 0.708 2.393
H38 1.739 -1.032 2.670
H39 3.172 -0.154 2.155
H40 0.605 -0.658 0.584
H41 2.154 -1.422 0.254
H42 1.445 1.447 -2.137
H43 0.242 0.430 -1.404
H44 2.694 -0.482 -2.969
H45 0.995 -0.727 -3.324
H46 1.737 -1.610 -1.996
H47 3.597 1.484 0.665
H48 3.434 1.938 -0.993
H49 4.312 -0.890 -0.169
H50 5.420 0.454 -0.410
H51 4.470 -0.134 -1.761
C20 5.245 -0.966 8.819
C21 4.924 -1.817 7.598
N5 3.825 -1.294 6.807
C22 3.322 -2.238 5.821
C23 4.263 -2.666 4.693
C24 3.968 0.078 6.346
C25 5.193 0.424 5.494
H52 4.357 -0.814 9.435
H53 5.997 -1.468 9.430
H54 5.649 0.010 8.543
H55 4.646 -2.812 7.956
H56 5.839 -1.944 7.001
H57 2.403 -1.836 5.383
H58 3.006 -3.140 6.356
H59 4.391 -1.876 3.953
H60 3.840 -3.526 4.168
H61 5.246 -2.963 5.060
H62 3.973 0.731 7.224
H63 3.065 0.365 5.802
H64 6.116 0.013 5.907
H65 5.313 1.509 5.451
H66 5.087 0.076 4.468

Cartesian forces (eV/Å) of the 2 atoms listed first:
0.41 0.30 -0.32
0.44 -0.33 1.64

The LUMO energy is 0.35 eV. The orbital gap comes out at 8.348 eV. The calculation puts the HOMO energy at -0.29386 Eh.

These are the Mulliken partial charges, in e, on atoms 1 to 4:
1 N -0.17
2 C -0.49
3 O -0.34
4 S 0.61

=====

ORCA calculation (the ωB97M-V functional and the def2-TZVPD basis) on 2 unconnected molecules or ions with the total composition H2INO2S in a non-equilibrium geometry.

Element x y z (Å)
N1 0.772 0.636 -0.050
O1 0.169 -1.442 1.327
O2 0.623 -1.638 -1.146
S1 0.180 -0.944 -0.001
I1 -2.743 1.199 -0.050
H1 0.664 1.227 -0.846
H2 0.335 0.963 0.766

Cartesian forces (eV/Å) of the 2 atoms listed first:
0.96 -2.21 0.95
0.70 -0.08 0.89

As for the energy above the lowest of the compared OMol25 structures with the same formula, charge and spin: 161.1 kJ/mol. The LUMO energy (alpha / beta) is -1.80 / -3.43 eV. The orbital gap (alpha / beta) comes out at 8.555 / 5.893 eV. The calculation puts the HOMO energy (alpha / beta) at -0.38050 / -0.34258 Eh.

These are the Mulliken partial charges, in e, on atoms 1 to 4:
1 N -0.43
2 O -0.44
3 O -0.48
4 S 0.82

=====

ORCA calculation (the ωB97M-V functional and the def2-TZVPD basis) on a molecular structure, C55H57BN12O2STeTi in a non-equilibrium geometry.

Element x y z (Å)
Ti1 0.196 2.467 0.107
C1 3.214 2.263 -2.957
C2 2.091 1.618 -2.446
N1 1.228 2.491 -1.942
N2 1.788 3.727 -2.119
C3 2.983 3.603 -2.716
B1 0.973 4.952 -1.655
N3 -0.524 4.577 -1.872
C4 -1.373 5.039 -2.806
C5 -2.539 4.304 -2.746
C6 -2.320 3.381 -1.723
N4 -1.109 3.553 -1.209
N5 1.201 5.227 -0.121
C7 1.921 6.206 0.448
C8 1.749 6.142 1.817
C9 0.893 5.060 2.009
N6 0.563 4.513 0.844
N7 1.268 6.231 -2.412
C10 0.680 7.432 -2.173
C11 1.199 8.339 -3.060
C12 2.120 7.588 -3.816
N8 2.159 6.328 -3.426
H1 4.074 1.819 -3.427
H2 1.855 0.565 -2.421
H3 3.560 4.475 -2.964
H4 -1.092 5.858 -3.446
H5 -3.420 4.423 -3.351
H6 -2.967 2.621 -1.315
H7 2.494 6.888 -0.158
H8 2.181 6.783 2.564
H9 0.499 4.654 2.926
H10 -0.057 7.544 -1.394
H11 0.952 9.383 -3.151
H12 2.752 7.914 -4.627
C13 -2.470 -3.399 4.446
C14 -2.070 -2.096 3.769
C15 -0.767 -1.567 4.344
N9 -0.372 -0.337 3.647
C16 0.755 0.370 3.691
S1 0.747 2.044 3.556
N10 2.007 -0.212 3.859
C17 2.512 -1.486 3.685
O1 1.840 -2.469 3.462
C18 4.012 -1.579 3.769
C19 4.542 -2.863 3.858
C20 5.912 -3.054 3.882
C21 6.766 -1.962 3.808
C22 6.245 -0.681 3.712
C23 4.871 -0.486 3.694
H13 -3.382 -3.802 4.008
H14 -2.648 -3.251 5.514
H15 -1.686 -4.152 4.339
H16 -2.862 -1.354 3.905
H17 -1.953 -2.248 2.691
H18 0.017 -2.307 4.252
H19 -0.897 -1.329 5.406
H20 -1.154 0.273 3.440
H21 2.691 0.518 3.967
H22 3.860 -3.701 3.900
H23 6.315 -4.057 3.949
H24 7.838 -2.109 3.819
H25 6.906 0.173 3.638
H26 4.509 0.528 3.579
N11 -6.165 0.408 3.610
C24 -5.210 0.754 3.071
C25 -4.012 1.172 2.392
C26 -3.474 2.437 2.638
C27 -2.304 2.815 2.000
C28 -1.631 1.954 1.126
C29 -2.203 0.701 0.883
C30 -3.383 0.306 1.503
H27 -3.972 3.106 3.327
H28 -1.904 3.801 2.211
H29 -1.710 0.005 0.215
H30 -3.800 -0.676 1.311
C31 -4.930 -5.527 1.775
C32 -3.883 -4.734 1.043
C33 -2.530 -4.936 1.278
C34 -1.549 -4.204 0.615
C35 -0.106 -4.473 0.953
C36 -1.938 -3.241 -0.326
Te1 -0.445 -2.118 -1.307
N12 0.646 0.627 0.155
C37 1.876 0.954 0.418
O2 2.127 2.228 0.665
C38 3.020 0.010 0.390
C39 2.795 -1.348 0.581
C40 3.851 -2.242 0.506
C41 5.134 -1.778 0.243
C42 5.362 -0.418 0.066
C43 4.307 0.479 0.141
C44 -1.139 -2.294 -3.291
C45 -1.227 -3.547 -3.914
C46 -0.912 -4.825 -3.184
C47 -1.636 -3.618 -5.241
C48 -1.946 -2.480 -5.974
C49 -2.366 -2.570 -7.416
C50 -1.850 -1.251 -5.340
C51 -1.457 -1.130 -4.010
C52 -1.446 0.267 -3.434
C53 -3.300 -2.997 -0.559
C54 -3.795 -1.937 -1.507
C55 -4.244 -3.759 0.123
H31 -4.477 -6.283 2.416
H32 -5.599 -6.033 1.077
H33 -5.546 -4.878 2.401
H34 -2.225 -5.682 2.004
H35 -0.018 -5.373 1.561
H36 0.337 -3.651 1.524
H37 0.497 -4.599 0.051
H38 1.797 -1.693 0.817
H39 3.674 -3.298 0.666
H40 5.959 -2.476 0.186
H41 6.365 -0.059 -0.125
H42 4.462 1.542 0.007
H43 0.065 -4.770 -2.700
H44 -0.915 -5.670 -3.872
H45 -1.644 -5.021 -2.397
H46 -1.706 -4.590 -5.717
H47 -2.409 -3.605 -7.751
H48 -1.665 -2.036 -8.061
H49 -3.351 -2.124 -7.566
H50 -2.090 -0.348 -5.894
H51 -0.953 0.961 -4.115
H52 -0.946 0.332 -2.469
H53 -2.472 0.621 -3.299
H54 -3.124 -1.077 -1.527
H55 -4.786 -1.596 -1.204
H56 -3.865 -2.313 -2.531
H57 -5.297 -3.571 -0.065

Cartesian forces (eV/Å) of the 2 atoms listed first:
0.40 -1.41 0.00
0.01 0.02 0.06

As for the energy above the lowest of the compared OMol25 structures with the same formula, charge and spin: 40.3 kJ/mol. The LUMO energy is -0.23 eV. The orbital gap comes out at 6.989 eV. The calculation puts the HOMO energy at -0.26537 Eh.

These are the Mulliken partial charges, in e, on atoms 1 to 4:
1 Ti -1.65
2 C -1.68
3 C -0.42
4 N 0.21

=====

ORCA calculation (the ωB97M-V functional and the def2-TZVPD basis) on a gas-phase ion, C6H15N2 (charge +1) in a non-equilibrium geometry.

Element x y z (Å)
C1 -1.638 0.827 -0.352
C2 -0.406 0.512 -0.028
C3 0.956 1.109 -0.364
C4 0.713 2.320 -1.295
N1 1.662 -0.028 -0.927
N2 -0.209 -1.136 0.678
C5 -1.156 -2.136 0.303
C6 0.052 -0.972 2.077
H1 -2.457 0.190 -0.066
H2 -1.842 1.774 -0.888
H3 1.543 1.307 0.518
H4 1.729 2.651 -1.667
H5 0.204 3.011 -0.740
H6 0.128 2.054 -2.139
H7 2.760 -0.111 -1.119
H8 1.148 -0.460 -1.692
H9 0.620 -1.328 0.062
H10 -1.334 -1.809 -0.783
H11 -0.685 -3.136 0.394
H12 -2.185 -2.178 0.808
H13 1.142 -0.587 2.253
H14 -0.488 -0.094 2.289
H15 -0.256 -1.781 2.679

Cartesian forces (eV/Å) of the 2 atoms listed first:
0.26 0.55 -0.02
0.08 -2.36 0.71

As for the energy above the lowest of the compared OMol25 structures with the same formula, charge and spin: 343.4 kJ/mol. The LUMO energy is -2.82 eV. The SMILES is C=C([C@H](C)N)[NH+](C)C. The orbital gap comes out at 10.829 eV. As for the net charge: +1. The calculation puts the HOMO energy at -0.50163 Eh.

These are the Mulliken partial charges, in e, on atoms 1 to 4:
1 C -0.80
2 C 0.09
3 C 0.66
4 C -1.63

=====

Please write out number 2 again, unchanged.
ORCA calculation (the ωB97M-V functional and the def2-TZVPD basis) on C4H7NO3 in the gas phase in a non-equilibrium geometry.

Element x y z (Å)
O1 3.131 1.678 0.921
C1 2.166 1.098 0.477
N1 1.016 1.736 0.057
C2 -0.204 1.033 -0.131
O2 -1.057 1.723 -0.659
C3 -0.339 -0.412 0.255
C4 -1.384 -1.120 -0.687
O3 -1.917 -2.290 -0.095
H1 2.237 -0.019 0.364
H2 1.022 2.684 -0.179
H3 -0.758 -0.330 1.275
H4 0.644 -1.016 0.186
H5 -2.248 -0.518 -0.772
H6 -0.940 -1.450 -1.654
H7 -1.369 -2.798 0.641

Cartesian forces (eV/Å) of the 2 atoms listed first:
-0.37 0.04 -0.33
1.35 0.11 0.37

As for the energy above the lowest of the compared OMol25 structures with the same formula, charge and spin: 182.8 kJ/mol. The LUMO energy is 0.50 eV. The SMILES is O=CNC(=O)CCO. The orbital gap comes out at 10.857 eV. The calculation puts the HOMO energy at -0.38078 Eh.

These are the Mulliken partial charges, in e, on atoms 1 to 4:
1 O -0.51
2 C 0.12
3 N -0.06
4 C 0.44